Entry from the OMol25 dataset: a gas-phase ion, C21H35N2O (charge +1) (the ωB97M-V functional and the def2-TZVPD basis).

CARTESIAN COORDINATES (ANGSTROEM)
C1 -5.9336 1.1235 0.3029
H1 -6.4393 0.1786 0.4860
C2 -5.2298 1.0977 -1.0485
C3 -4.1823 -0.0109 -1.1244
C4 -3.4632 -0.0279 -2.4720
C5 -2.3554 -1.0798 -2.5518
C6 -1.1307 -0.7030 -1.7220
C7 -0.0291 -1.7581 -1.7796
C8 1.1477 -1.3674 -0.8892
C9 2.2426 -2.4307 -0.8479
C10 3.3700 -2.0837 0.1265
C11 2.9555 -2.2618 1.5869
C12 4.0344 -1.8102 2.5678
H2 3.7654 -2.1112 3.5878
H3 4.9953 -2.2581 2.3114
O1 4.2975 -0.4047 2.5547
C13 3.2865 0.4142 3.0020
N1 2.5561 1.0073 1.8733
C14 3.1572 1.4847 0.7862
N2 2.2813 2.0051 -0.0611
C15 1.0250 1.8682 0.4948
C16 -0.2327 2.2433 0.0396
C17 -1.3049 1.9456 0.8545
C18 -1.1358 1.2957 2.0808
C19 0.1100 0.9271 2.5469
C20 1.1992 1.2234 1.7358
H4 0.2250 0.4344 3.4984
H5 -2.0053 1.0790 2.6810
H6 -2.2991 2.2192 0.5392
H7 -0.3660 2.7446 -0.9046
C21 2.5653 2.6000 -1.3384
H8 3.6342 2.5597 -1.5347
H9 2.2381 3.6406 -1.3469
H10 2.0357 2.0621 -2.1263
H11 4.2205 1.4414 0.6370
H12 3.7420 1.2391 3.5681
H13 2.5593 -0.1053 3.6375
H14 2.7596 -3.3180 1.7753
H15 2.0283 -1.7196 1.7873
H16 4.2255 -2.7314 -0.0701
H17 3.6954 -1.0532 -0.0430
H18 1.8067 -3.3892 -0.5627
H19 2.6587 -2.5445 -1.8501
H20 1.5759 -0.4299 -1.2570
H21 0.7654 -1.1859 0.1190
H22 -0.4307 -2.7158 -1.4450
H23 0.3120 -1.8835 -2.8086
H24 -0.7369 0.2518 -2.0829
H25 -1.4243 -0.5639 -0.6789
H26 -2.0505 -1.1996 -3.5934
H27 -2.7445 -2.0402 -2.2091
H28 -3.0371 0.9593 -2.6706
H29 -4.1976 -0.2290 -3.2538
H30 -3.4594 0.1270 -0.3165
H31 -4.6692 -0.9754 -0.9670
H32 -5.9692 0.9478 -1.8370
H33 -4.7506 2.0638 -1.2292
H34 -5.2200 1.2892 1.1085
H35 -6.6742 1.9184 0.3332

Atomic forces in eV per Å
0.0 0.1 -0.3
-0.1 -0.1 0.1
0.1 -0.2 0.3
-0.1 0.3 -0.4
0.0 -0.4 0.2
0.0 0.4 0.0
-0.1 -0.5 -0.2
0.0 0.5 0.3
0.0 -0.5 -0.2
0.1 0.4 0.1
-0.3 -0.2 0.0
0.5 0.3 -0.1
-0.3 -0.5 0.0
0.1 0.1 0.0
-0.1 0.0 0.1
0.1 0.3 -0.1
0.3 0.0 0.6
0.1 0.1 -0.5
0.2 -0.1 0.2
0.1 -0.2 0.6
-0.5 -0.3 0.8
0.1 0.0 0.0
0.1 0.1 -0.1
0.1 -0.1 0.1
0.1 0.0 0.0
-0.6 0.4 -0.6
0.0 -0.1 0.1
-0.1 0.0 0.1
-0.1 0.0 -0.1
0.0 0.1 -0.1
0.1 0.3 -0.7
0.0 0.0 0.0
0.0 -0.1 0.0
0.0 0.0 0.1
0.1 0.0 -0.1
-0.2 -0.2 -0.1
0.0 0.1 -0.1
-0.1 0.0 0.1
-0.1 -0.1 0.1
0.1 0.1 0.0
0.1 0.0 -0.1
0.0 -0.1 0.0
0.0 -0.1 -0.1
0.0 0.1 0.0
0.0 0.1 0.1
0.0 -0.1 0.0
0.0 -0.1 -0.1
0.0 0.1 0.0
0.0 0.1 0.1
0.0 -0.1 0.0
0.0 -0.1 0.0
0.0 0.1 -0.1
0.0 0.1 -0.1
0.0 -0.1 0.1
0.0 -0.1 0.1
0.0 0.1 -0.1
0.0 0.0 -0.1
0.0 0.0 0.1
-0.1 0.1 0.1

Computed properties:
LUMO level	-3.24	eV
DFT total energy	-27367.6926	eV
relative energy (zero: lowest compared OMol25 entry of this formula, charge and spin)	0.008	eV
total charge	+1